No. 1
Density functional theory data (ωB97M-V with the def2-TZVPD basis set) for 2 unconnected molecules or ions with the total composition CH4N2O3.

```
10
Properties=species:S:1:pos:R:3
C 0.99649 -1.55209 0.12404
N 0.32160 -2.40852 -0.31105
N -1.86616 0.35768 -0.12985
O 2.03392 1.70714 0.17791
O 1.65661 -0.53944 0.52898
O 1.85520 0.51192 -0.43722
H -1.16246 -0.23975 -0.56207
H -2.82459 0.23756 -0.59297
H -2.10138 -0.11562 0.76040
H 1.09078 2.04113 0.44182
```

HOMO-LUMO gap (alpha / beta): 0.3089 / 0.2585 Eh
LUMO (alpha / beta): 0.44 / -3.55 eV
2S+1: 3
ΔE to the lowest compared entry with this formula, charge and spin: 122.8 kcal/mol

=====

No. 2
Density functional theory data (ωB97M-V with the def2-TZVPD basis set) for a gas-phase ion, C4H6N3 (charge +1).

```
13
Properties=species:S:1:pos:R:3
C -0.63532 -0.03103 0.30261
C 1.83055 -0.09282 -0.06492
C -1.95597 -0.79909 -0.08291
C -2.17474 0.65457 -0.13989
N 0.63952 0.06864 -0.20915
N 4.19259 -0.02372 0.05937
N 2.97910 0.00705 0.08989
H -0.69286 -0.12789 1.43455
H -1.72294 -1.41957 -0.93539
H -2.46597 -1.15527 0.80570
H -2.54689 1.33061 0.60806
H -2.15607 1.17055 -1.11266
H 4.70901 0.41795 -0.75525
```

total charge: +1
HOMO-LUMO gap (alpha / beta): 0.3767 / 0.2297 Eh
LUMO (alpha / beta): -3.00 / -7.76 eV
2S+1: 3
ΔE to the lowest compared entry with this formula, charge and spin: 54.8 kcal/mol

=====

No. 3
Density functional theory data (ωB97M-V with the def2-TZVPD basis set) for 4 unconnected molecules or ions with the total composition C28H31NO17S2.

```
79
Properties=species:S:1:pos:R:3
C 4.18887 0.94594 -2.15901
O 4.04367 -0.39135 -1.71988
C 3.75753 -1.29737 -2.75958
C 4.98580 -1.69850 -3.59210
N 4.67483 -2.25300 -4.91049
S 3.11172 -2.81612 -2.04707
C 1.69466 -2.18479 -1.11629
C 0.34278 -2.72436 -1.52135
O -0.60745 -2.67320 -0.76396
O 0.25583 -3.21124 -2.77342
C -0.98427 -2.96503 -3.44270
C -1.05886 -1.50157 -3.90419
C -0.63797 -1.28856 -5.36384
O -2.41122 -1.09044 -3.67912
C -2.70889 0.23376 -3.68126
O -3.79648 0.59944 -4.03115
C -1.65228 1.18955 -3.16783
S -1.25033 0.88076 -1.41381
H 3.32960 1.26698 -2.75943
H 5.10485 1.09834 -2.74086
H 4.25239 1.56966 -1.26700
H 3.01206 -0.85072 -3.43803
H 5.54861 -2.45430 -3.03987
H 5.63659 -0.82965 -3.70755
H 4.35769 -3.20929 -4.79763
H 3.89750 -1.75334 -5.32998
H 1.84405 -2.45291 -0.07269
H 1.63494 -1.09751 -1.21579
H -1.83310 -3.17166 -2.78739
H -1.04481 -3.66551 -4.27448
H -0.35473 -0.96689 -3.26199
H -1.29155 -0.57618 -5.86789
H 0.37321 -0.87084 -5.39310
H -0.59907 -2.22446 -5.92288
H -2.05367 2.19485 -3.24107
H -0.74470 1.06879 -3.76021
H -1.50223 -0.42836 -1.30107
C -3.24050 4.48902 3.52689
C -2.02583 3.92064 3.46177
C -1.42165 3.46934 2.15110
O -0.31036 2.97434 2.19130
C -2.19384 3.64285 0.93813
C -3.40592 4.20877 1.00620
C -4.00160 4.67828 2.31118
O -5.10357 5.19445 2.25832
O -4.18425 4.40716 -0.04756
O -1.25553 3.71131 4.51288
H -3.67977 4.81702 4.45813
H -1.76188 3.30161 0.00947
H -4.99644 4.83092 0.29305
H -0.42782 3.32067 4.17137
C -2.81334 -7.25697 -1.16209
C -2.34744 -6.14490 -0.57277
C -2.91020 -5.63763 0.73567
O -2.40860 -4.63732 1.20737
C -4.00430 -6.36939 1.34873
C -4.46911 -7.47541 0.75379
C -3.89097 -7.99512 -0.53874
O -4.37525 -9.01892 -0.98701
O -5.46227 -8.21041 1.23550
O -1.36970 -5.41230 -1.07838
H -2.41539 -7.63051 -2.09493
H -4.40972 -5.99254 2.27688
H -5.58140 -8.94748 0.60517
H -1.22283 -4.64400 -0.48431
C 4.52168 5.16272 5.66336
C 3.52454 4.84074 4.82796
C 2.09428 5.24252 5.09410
O 1.26883 4.91247 4.26081
C 1.78811 5.97903 6.30062
C 2.78503 6.29856 7.13857
C 4.22088 5.91733 6.86358
O 5.04978 6.27070 7.68072
O 2.61050 6.96803 8.26627
O 3.69488 4.15423 3.70834
H 5.54933 4.88256 5.48134
H 0.75795 6.24757 6.48689
H 3.49685 7.06120 8.66767
H 2.81131 4.06792 3.29862
```

HOMO-LUMO gap: 0.2799 Eh
SMILES string: CO[C@@H](CN)SCC(=O)OC[C@@H](C)OC(=O)CS.O=C1C=C(O)C(=O)C=C1O.O=C1C=C(O)C(=O)C=C1O.O=C1C=C(O)C(=O)C=C1O
LUMO: -1.61 eV
2S+1: 1

=====

Calculated values (eV/A) of strongest force on any atom for the records, taken in order: 11.556; 4.950; 0.809.